Entry 1:
C7H11N3 | the ωB97M-V functional and the def2-TZVPD basis

CARTESIAN COORDINATES (ANGSTROEM)
C: 0.079 -0.523 -3.439
C: -0.348 -0.318 -2.061
C: -0.964 -0.141 -1.065
N: -1.364 0.410 0.238
N: -1.666 -0.565 1.286
N: -0.589 -0.641 2.145
C: 0.047 -1.928 2.364
C: 0.243 0.458 1.812
C: -0.145 1.140 0.746
C: 0.321 2.451 0.152
H: 1.229 -0.362 -3.578
H: -0.194 -1.477 -3.771
H: -0.375 0.132 -4.118
H: -2.405 0.062 1.805
H: 1.146 -1.775 2.602
H: -0.651 -2.515 3.047
H: -0.012 -2.544 1.453
H: 1.192 0.558 2.271
H: 0.078 2.568 -0.900
H: 1.405 2.372 0.108
H: -0.080 3.355 0.579

Calculated values
Multiplicity ... 1
SMILES ... CC#CN1NN(C)C=C1C
Relative energy (zero: lowest compared OMol25 entry of this formula, charge and spin) ... 452.4 kJ/mol
Total charge ... 0
LUMO level ... 0.910 eV
Frontier orbital gap ... 8.695 eV

In the Löwdin picture, each atom carries the following charge in e:
1. C -0.1106
2. C -0.0917
3. C -0.0199
4. N -0.0655
5. N -0.0131
6. N -0.2360
7. C -0.0755
8. C -0.0714
9. C -0.2486
10. C -0.0343
11. H 0.1146
12. H 0.0507
13. H 0.0487
14. H 0.1625
15. H 0.0999
16. H 0.0938
17. H 0.0705
18. H 0.1077
19. H 0.0688
20. H 0.0794
21. H 0.0699

Entry 2:
C7H11N3O2 | the ωB97M-V functional and the def2-TZVPD basis

CARTESIAN COORDINATES (ANGSTROEM)
C: 1.485 4.625 0.660
C: 1.626 3.156 0.936
C: 1.304 2.057 0.173
N: 1.327 1.041 1.070
N: 1.776 1.451 2.241
N: 1.959 2.707 2.182
H: 1.368 4.795 -0.445
H: 0.598 5.010 1.184
H: 2.336 5.198 1.036
H: 1.042 1.898 -0.868
H: 1.186 0.063 0.878
C: -1.425 -2.235 0.966
C: -1.389 -1.821 -0.293
C: -1.997 -2.558 -1.408
C: -1.102 -3.546 -2.134
O: -1.396 -4.025 -3.199
O: 0.042 -3.832 -1.471
H: -2.000 -3.121 1.282
H: -0.862 -1.690 1.721
H: -0.815 -0.930 -0.561
H: -2.384 -1.874 -2.179
H: -2.868 -3.146 -1.047
H: 0.188 -3.222 -0.726

Calculated values
Multiplicity ... 1
SMILES ... Cc1c[nH]nn1.C=CCC(=O)O
Relative energy (zero: lowest compared OMol25 entry of this formula, charge and spin) ... 166.3 kJ/mol
Total charge ... 0
LUMO level ... 0.240 eV
Frontier orbital gap ... 9.943 eV

In the Löwdin picture, each atom carries the following charge in e:
1. C -0.0524
2. C -0.3536
3. C -0.0565
4. N -0.0207
5. N -0.0327
6. N 0.0309
7. H 0.0877
8. H 0.0775
9. H 0.0711
10. H 0.1161
11. H 0.1327
12. C 0.0272
13. C -0.2216
14. C -0.1239
15. C -0.5133
16. O 0.1117
17. O 0.1030
18. H 0.0872
19. H 0.0601
20. H 0.1028
21. H 0.1332
22. H 0.1441
23. H 0.0894

Entry 3:
C7H11N3O2 | the ωB97M-V functional and the def2-TZVPD basis

CARTESIAN COORDINATES (ANGSTROEM)
O: -1.825 0.687 -1.603
C: -2.057 0.274 -0.354
C: -3.078 0.711 0.438
N: -3.019 -0.133 1.551
C: -1.887 -0.842 1.362
O: -1.295 -1.604 2.340
N: -1.256 -0.692 0.231
H: -0.901 0.524 -1.808
H: -3.834 1.410 0.337
H: -3.578 -0.280 2.305
H: -0.473 -1.800 1.860
C: 1.309 1.361 -0.884
N: 0.735 0.420 -1.496
C: 1.320 -0.857 -1.071
C: 2.670 -0.440 -0.452
C: 2.374 0.946 0.085
H: 1.091 2.372 -1.145
H: 1.228 -1.579 -1.977
H: 0.734 -1.131 -0.222
H: 3.398 -0.386 -1.203
H: 3.045 -1.317 0.291
H: 2.018 0.692 1.192
H: 3.281 1.664 0.223

Calculated values
Multiplicity ... 1
SMILES ... Oc1c[nH]c(O)n1.C1=NCCC1
Relative energy (zero: lowest compared OMol25 entry of this formula, charge and spin) ... 184.5 kJ/mol
Total charge ... 0
LUMO level ... 0.657 eV
Frontier orbital gap ... 8.257 eV

In the Löwdin picture, each atom carries the following charge in e:
1. O 0.0504
2. C -0.4018
3. C -0.0186
4. N 0.1364
5. C -0.4432
6. O 0.0799
7. N 0.1732
8. H 0.0154
9. H 0.0899
10. H 0.1179
11. H 0.1030
12. C -0.1454
13. N 0.0120
14. C -0.2056
15. C -0.2173
16. C -0.1703
17. H 0.1137
18. H 0.1511
19. H 0.0491
20. H 0.0722
21. H 0.1549
22. H 0.1491
23. H 0.1339

Entry 4:
C7H11N3O2S | the ωB97M-V functional and the def2-TZVPD basis

CARTESIAN COORDINATES (ANGSTROEM)
C: -3.656 1.587 0.298
C: -3.026 0.217 0.626
O: -2.704 -0.363 -0.643
C: -2.024 -1.534 -0.491
C: -0.492 -1.389 -0.256
O: 0.185 -2.313 0.175
N: 0.012 -0.183 -0.586
C: 1.367 0.051 -0.377
N: 1.840 1.249 -0.572
N: 3.140 1.363 -0.338
C: 3.709 0.231 -0.057
C: 5.168 0.061 0.245
S: 2.635 -1.068 0.109
H: -4.167 1.985 1.153
H: -4.404 1.342 -0.502
H: -2.996 2.356 -0.146
H: -2.083 0.282 1.242
H: -3.783 -0.450 1.182
H: -2.464 -2.128 0.350
H: -2.245 -2.029 -1.505
H: -0.606 0.568 -0.786
H: 5.316 -0.077 1.314
H: 5.587 0.988 -0.153
H: 5.693 -0.747 -0.283

Calculated values
Multiplicity ... 1
SMILES ... CCOCC(=O)Nc1nnc(C)s1
Relative energy (zero: lowest compared OMol25 entry of this formula, charge and spin) ... 12.1 kJ/mol
Total charge ... 0
LUMO level ... 0.734 eV
Frontier orbital gap ... 9.879 eV

In the Löwdin picture, each atom carries the following charge in e:
1. C -0.0690
2. C -0.2574
3. O -0.1812
4. C -0.1615
5. C -0.4507
6. O 0.0079
7. N 0.1329
8. C -0.5369
9. N -0.0104
10. N -0.0172
11. C -0.6913
12. C -0.0884
13. S 1.1370
14. H 0.0595
15. H 0.0919
16. H 0.0810
17. H 0.1303
18. H 0.1433
19. H 0.1404
20. H 0.1666
21. H 0.1399
22. H 0.0754
23. H 0.0794
24. H 0.0787